(1)
{
  "formula": "C53H44AuBrN5O2S4",
  "method": "ωB97M-V/def2-TZVPD",
  "elements": ["Au", "N", "S", "N", "S", "N", "S", "N", "C", "C", "C", "C", "C", "C", "C", "C", "C", "C", "C", "C", "C", "C", "C", "C", "C", "C", "C", "C", "C", "C", "C", "C", "C", "C", "C", "C", "C", "C", "C", "C", "C", "C", "C", "C", "H", "H", "H", "H", "H", "H", "H", "H", "H", "H", "H", "H", "H", "H", "H", "H", "H", "H", "H", "H", "H", "H", "H", "H", "H", "H", "H", "H", "H", "H", "O", "C", "C", "C", "N", "C", "Br", "C", "H", "H", "H", "H", "O", "S", "C", "C", "C", "C", "C", "C", "C", "C", "C", "C", "C", "C", "H", "H", "H", "H", "H", "H", "H", "H", "H", "H"],
  "xyz": [[1.20464, -1.79318, -0.90529], [1.63494, -0.15098, 0.38821], [1.96594, 1.26652, 0.08741], [0.81094, 2.34862, 0.52961], [-0.44766, 2.62902, -0.34309], [-1.08986, 1.41422, -1.10709], [-1.62106, -0.01848, -0.56309], [-0.74946, -1.22718, -0.73209], [-2.08456, 0.27522, 1.15441], [-3.35246, 0.72882, 1.47081], [-3.64466, 1.03792, 2.78991], [-2.67256, 0.88302, 3.76731], [-1.40896, 0.41192, 3.43711], [-1.10576, 0.10392, 2.11901], [-3.12956, -0.30138, -1.50209], [-3.37046, -1.60308, -1.91289], [-4.57436, -1.90588, -2.52609], [-5.52576, -0.91298, -2.70969], [-5.26286, 0.39032, -2.31499], [-4.05336, 0.70882, -1.71619], [-0.04656, 3.80032, -1.63049], [-0.38466, 3.58722, -2.95459], [-0.05106, 4.55572, -3.88959], [0.60404, 5.71282, -3.49529], [0.93704, 5.91092, -2.16239], [0.60984, 4.95152, -1.22019], [-1.59646, 3.47912, 0.72931], [-1.29666, 3.71012, 2.05971], [-2.19016, 4.44472, 2.82301], [-3.36086, 4.92772, 2.25691], [-3.64676, 4.68712, 0.91981], [-2.75646, 3.96472, 0.14411], [3.36734, 1.75422, 1.11041], [4.12084, 0.71182, 1.62221], [5.26064, 0.99312, 2.35311], [5.64564, 2.31022, 2.54611], [4.87464, 3.34532, 2.04051], [3.71944, 3.07582, 1.32301], [2.33004, 1.69072, -1.64719], [1.68264, 0.99472, -2.65419], [1.96154, 1.29992, -3.97649], [2.86894, 2.30292, -4.28189], [3.49864, 3.00292, -3.26489], [3.23244, 2.69762, -1.93899], [-4.10516, 0.82532, 0.70531], [-4.63096, 1.39702, 3.04311], [-2.90636, 1.12512, 4.79241], [-0.65696, 0.28682, 4.20291], [-0.12786, -0.25358, 1.82711], [-2.60256, -2.34648, -1.76189], [-4.77296, -2.91158, -2.86009], [-6.46976, -1.15188, -3.17219], [-6.00276, 1.15962, -2.46989], [-3.82426, 1.72482, -1.43139], [-0.90116, 2.68282, -3.23389], [-0.31256, 4.41202, -4.92639], [0.85194, 6.46752, -4.22649], [1.43904, 6.81542, -1.85739], [0.84334, 5.08752, -0.17529], [-0.37356, 3.33232, 2.46841], [-1.96276, 4.65722, 3.85541], [-4.04636, 5.50892, 2.85451], [-4.54836, 5.08062, 0.47721], [-2.93176, 3.79432, -0.90799], [3.78424, -0.29808, 1.45251], [5.84374, 0.18872, 2.77221], [6.54474, 2.52932, 3.09901], [5.17464, 4.36722, 2.20351], [3.09744, 3.87502, 0.95471], [0.97474, 0.21442, -2.40769], [1.47624, 0.74582, -4.76399], [3.08944, 2.53442, -5.31269], [4.21044, 3.77922, -3.49519], [3.73664, 3.22292, -1.14499], [7.22554, -3.01118, -0.39409], [5.97864, -2.73048, -0.69829], [5.49024, -1.44398, -0.98119], [4.15024, -1.28188, -1.23059], [3.25774, -2.27958, -1.21739], [3.73354, -3.51408, -1.00489], [2.52354, -4.93758, -1.10499], [5.05644, -3.78528, -0.74349], [7.82464, -2.25028, -0.40609], [6.14714, -0.58898, -1.00289], [3.74734, -0.30658, -1.44979], [5.39674, -4.79588, -0.58519], [-0.18896, -3.79058, -0.62829], [-1.13546, -3.39798, 0.42701], [-2.60546, -4.41448, 0.14991], [-2.53276, -5.46348, -0.75349], [-3.63356, -6.29148, -0.89429], [-4.79386, -6.03838, -0.17699], [-4.85426, -4.97538, 0.71511], [-3.75736, -4.14498, 0.87391], [-0.44976, -4.20858, 1.91211], [0.21724, -5.40598, 1.71571], [0.79584, -6.02548, 2.81001], [0.73774, -5.43068, 4.05941], [0.05964, -4.23468, 4.23591], [-0.54556, -3.61168, 3.15441], [-1.62206, -5.63498, -1.30719], [-3.57826, -7.13738, -1.56179], [-5.66316, -6.66128, -0.32279], [-5.75466, -4.79068, 1.27961], [-3.79356, -3.30988, 1.55711], [0.28674, -5.83868, 0.73081], [1.30574, -6.96478, 2.67051], [1.23344, -5.89448, 4.89791], [0.02004, -3.77618, 5.20951], [-1.07736, -2.68118, 3.28091]],
  "forces_ev_per_angstrom": [[-1.19, 1.39, 1.40], [0.07, -2.17, -0.92], [-0.29, 1.82, -0.59], [0.63, -0.05, 0.40], [-0.35, -0.47, -0.29], [-0.08, 0.54, -0.26], [0.33, 0.48, 0.42], [1.09, 0.43, -0.97], [-0.11, -0.08, -0.50], [-0.20, 0.04, 0.00], [0.03, -0.02, -0.10], [-0.01, 0.00, 0.01], [0.00, -0.01, -0.10], [0.16, -0.11, -0.05], [0.30, -0.15, 0.28], [0.28, -0.10, 0.12], [-0.03, 0.10, -0.01], [0.12, -0.06, 0.03], [0.13, 0.10, 0.07], [0.05, 0.25, 0.01], [-0.20, -0.17, -0.02], [-0.16, -0.19, 0.03], [0.00, 0.03, 0.03], [-0.02, -0.08, -0.01], [-0.03, -0.08, 0.12], [0.01, 0.03, 0.21], [0.36, -0.04, 0.02], [0.28, -0.11, -0.02], [-0.05, 0.01, -0.05], [0.10, -0.04, 0.04], [0.08, -0.10, -0.14], [0.01, -0.06, -0.24], [-0.41, -0.13, -0.36], [-0.20, -0.32, -0.14], [0.00, 0.06, -0.03], [-0.01, -0.10, 0.00], [-0.14, 0.09, -0.12], [-0.12, 0.22, 0.09], [0.17, -0.33, 0.43], [-0.02, -0.27, 0.08], [0.00, -0.06, 0.10], [-0.02, 0.00, 0.02], [-0.04, 0.01, 0.07], [0.12, 0.10, 0.14], [-0.13, 0.04, 0.04], [-0.06, -0.01, 0.06], [-0.01, 0.01, 0.12], [0.03, -0.02, 0.04], [0.05, -0.06, 0.11], [-0.09, -0.15, -0.06], [0.03, -0.13, -0.01], [-0.11, -0.03, -0.06], [-0.03, 0.11, -0.05], [-0.06, 0.09, 0.04], [-0.06, -0.08, -0.11], [-0.04, -0.05, -0.09], [0.01, 0.05, -0.06], [0.04, 0.08, 0.06], [0.08, 0.15, 0.14], [0.08, -0.02, 0.15], [0.03, -0.02, 0.12], [-0.06, 0.05, 0.05], [-0.08, 0.02, -0.05], [-0.15, 0.08, -0.14], [0.07, -0.16, 0.07], [0.05, -0.10, 0.04], [0.09, 0.06, 0.09], [0.00, 0.15, 0.03], [-0.07, 0.17, -0.04], [-0.09, 0.05, -0.16], [-0.08, -0.05, -0.09], [0.03, 0.02, -0.09], [0.08, 0.09, -0.04], [0.12, 0.11, -0.01], [0.32, -0.16, 0.06], [-0.73, 0.21, -0.12], [-0.08, -0.15, -0.11], [0.40, 0.45, 0.06], [-0.91, -0.17, 0.41], [0.22, -0.71, 0.09], [0.21, 0.07, -0.08], [0.18, 0.15, -0.06], [-0.16, -0.02, -0.06], [0.05, 0.12, -0.04], [0.11, 0.08, 0.00], [-0.04, -0.10, 0.02], [2.33, 0.14, -2.42], [-2.58, -0.96, 3.65], [0.46, 0.04, -0.17], [0.11, 0.04, 0.24], [-0.07, 0.03, -0.11], [-0.02, 0.03, 0.02], [0.04, 0.03, -0.14], [0.19, 0.04, 0.02], [-0.21, 0.11, -0.90], [0.00, -0.05, 0.30], [0.09, -0.02, -0.28], [-0.03, 0.08, 0.12], [0.06, 0.01, -0.04], [-0.03, 0.04, -0.04], [0.05, -0.06, -0.07], [-0.06, -0.04, -0.11], [-0.02, -0.12, 0.06], [-0.09, 0.03, 0.03], [-0.01, 0.12, 0.15], [-0.06, -0.09, -0.07], [0.09, -0.13, 0.06], [-0.03, -0.09, 0.10], [-0.05, 0.05, 0.17], [-0.07, 0.15, 0.01]],
  "gap_ev": [4.96, 4.96],
  "total_charge": 3,
  "fmax_ev_per_a": 4.58,
  "de_lowest_ev": 2.5190
}



(2)
{
  "formula": "C24H49F3N5O4S",
  "method": "ωB97M-V/def2-TZVPD",
  "elements": ["C", "N", "C", "C", "O", "C", "C", "C", "C", "S", "C", "N", "C", "C", "C", "C", "F", "F", "F", "H", "H", "H", "H", "H", "H", "H", "H", "H", "H", "H", "H", "H", "H", "H", "H", "C", "C", "C", "O", "C", "N", "H", "H", "H", "H", "H", "H", "H", "H", "H", "H", "H", "C", "C", "C", "O", "C", "N", "H", "H", "H", "H", "H", "H", "H", "H", "H", "H", "H", "C", "C", "C", "O", "C", "N", "H", "H", "H", "H", "H", "H", "H", "H", "H", "H", "H"],
  "xyz": [[0.35997, 5.60506, -0.04012], [1.61970, 4.79493, -0.40972], [1.27105, 4.24040, -1.80180], [1.83168, 3.65703, 0.56761], [1.21497, 2.48089, 0.38964], [2.79833, 3.82189, 1.88196], [2.40663, 5.22644, 2.65082], [3.42612, 6.55046, 2.62621], [2.86532, 7.87373, 3.48106], [3.88793, 9.48015, 3.63978], [1.39645, 7.84720, 4.26191], [0.53945, 6.57222, 4.21381], [0.98022, 5.29504, 3.46855], [-0.08944, 4.01646, 3.59698], [0.23795, 3.30942, 5.04521], [-1.07409, 2.73838, 5.84569], [-0.78157, 1.30689, 6.21968], [-1.16386, 3.49835, 7.14313], [-2.35740, 2.85688, 5.11386], [-0.25133, 5.88099, -0.99953], [0.72620, 6.58454, 0.53522], [-0.26770, 4.99083, 0.76385], [2.09265, 3.45906, -2.17438], [0.22344, 3.73023, -1.69061], [1.23230, 5.20118, -2.50870], [3.92847, 3.75773, 1.54465], [2.64425, 2.94800, 2.66534], [4.46638, 6.55319, 2.06410], [4.23974, 9.47476, 5.02577], [0.98916, 8.76035, 4.88569], [-0.38606, 6.56663, 4.72913], [-1.17059, 4.46623, 3.51525], [0.04994, 3.22975, 2.71836], [1.06477, 2.46925, 4.86007], [0.77450, 4.10927, 5.75073], [0.67991, 0.47334, -4.66554], [1.12604, 0.55939, -3.20837], [1.60629, -0.79303, -2.63182], [0.54756, -1.69108, -2.28492], [0.04654, -2.45423, -3.37179], [0.03459, 1.13120, -2.40746], [-0.29372, -0.01073, -4.78037], [0.58703, 1.47830, -5.09401], [1.40954, -0.07695, -5.26775], [1.97710, 1.25084, -3.17280], [2.13590, -0.58854, -1.69291], [2.33048, -1.28099, -3.29461], [0.83080, -2.72090, -4.08651], [-0.75707, -1.90996, -3.87141], [-0.38178, -3.37670, -2.96957], [0.36804, 1.26588, -1.45231], [-0.68317, 0.40639, -2.31026], [2.76455, -6.98855, 0.25843], [1.97279, -5.68984, 0.13105], [0.44094, -5.89611, 0.18568], [-0.12668, -6.39531, -1.02937], [-0.04972, -7.80497, -1.17646], [2.38153, -4.99987, -1.10044], [2.73436, -7.59174, -0.65301], [3.82013, -6.77130, 0.46022], [2.38825, -7.59833, 1.08572], [2.24868, -5.05973, 0.98575], [-0.02435, -4.91525, 0.34462], [0.14685, -6.51897, 1.03857], [-0.15762, -8.32724, -0.22117], [0.89057, -8.07955, -1.65823], [-0.86210, -8.12195, -1.83658], [1.91311, -4.09382, -1.13646], [1.97107, -5.51277, -1.88685], [-2.89394, -3.71123, -0.95332], [-3.68570, -2.41251, -1.08070], [-5.21754, -2.61878, -1.02607], [-5.78516, -3.11798, -2.24112], [-5.70821, -4.52764, -2.38821], [-3.27696, -1.72254, -2.31219], [-2.92413, -4.31441, -1.86476], [-1.83836, -3.49398, -0.75153], [-3.27024, -4.32100, -0.12603], [-3.40981, -1.78240, -0.22600], [-5.68284, -1.63792, -0.86713], [-5.51164, -3.24164, -0.17318], [-5.81611, -5.04991, -1.43292], [-4.76792, -4.80222, -2.86998], [-6.52059, -4.84463, -3.04833], [-3.74538, -0.81649, -2.34822], [-3.68742, -2.23544, -3.09860]],
  "forces_ev_per_angstrom": [[0.33, 0.83, 2.09], [-0.72, -1.74, 0.64], [0.10, -0.32, -0.31], [-3.29, -4.60, -1.18], [3.88, 6.63, 1.19], [-0.53, 0.65, 0.42], [-0.40, 2.98, 1.50], [-4.79, -0.03, 2.69], [-2.08, -2.74, 0.65], [-0.88, -1.92, 0.98], [1.92, -3.20, -2.21], [4.15, 0.22, -2.09], [1.68, 1.80, -0.44], [0.67, 0.73, -0.09], [0.66, 0.42, 0.04], [0.31, -0.80, 1.46], [-1.61, 4.75, -1.26], [-0.25, -2.53, -4.21], [4.32, -0.56, 2.70], [1.23, -0.64, 2.07], [-0.97, -1.93, -1.43], [0.86, 1.28, -2.05], [-1.93, 1.85, 0.85], [2.06, 0.75, -0.82], [0.12, -2.34, 1.48], [-2.36, 0.58, 0.68], [0.04, 1.70, -1.98], [-2.45, 0.04, 1.32], [-0.67, -0.42, -1.70], [0.90, -2.12, -1.48], [1.53, -0.05, -0.89], [2.11, -0.91, 0.32], [-0.15, 1.92, 1.81], [-2.26, 1.58, 0.60], [-1.50, -1.85, -1.37], [0.06, 0.18, -0.27], [-0.41, -0.39, -0.09], [-0.15, 0.10, 0.37], [0.69, 0.19, -0.24], [-0.34, -0.07, 0.13], [0.04, -0.24, 0.32], [0.13, 0.01, 0.12], [0.00, -0.16, 0.13], [-0.08, 0.02, 0.05], [0.01, -0.10, 0.11], [-0.15, -0.04, -0.03], [-0.11, -0.03, -0.13], [0.06, 0.10, 0.02], [0.04, -0.11, -0.13], [0.08, 0.13, 0.05], [-0.02, 0.09, -0.14], [0.13, 0.18, -0.16], [0.26, -0.09, 0.17], [-0.14, -0.33, -0.33], [0.00, 0.36, -0.22], [0.08, -0.03, 0.65], [-0.08, 0.13, -0.36], [-0.40, 0.10, -0.04], [-0.07, 0.12, 0.08], [-0.21, 0.01, -0.08], [0.01, 0.03, -0.08], [-0.14, 0.02, -0.10], [0.03, -0.10, -0.15], [0.07, -0.16, -0.06], [0.09, 0.05, 0.00], [0.03, -0.21, 0.13], [0.04, 0.13, 0.10], [0.15, -0.03, 0.01], [0.22, 0.10, 0.24], [0.26, -0.06, 0.15], [-0.14, -0.37, -0.25], [-0.03, 0.35, -0.26], [0.14, -0.02, 0.68], [-0.09, 0.11, -0.37], [-0.34, 0.16, -0.08], [-0.06, 0.10, 0.09], [-0.18, 0.02, -0.09], [0.01, 0.02, -0.09], [-0.13, 0.03, -0.10], [0.02, -0.11, -0.14], [0.08, -0.15, -0.06], [0.09, 0.05, 0.00], [0.03, -0.21, 0.13], [0.04, 0.14, 0.11], [0.15, -0.10, 0.02], [0.19, 0.10, 0.24]],
  "gap_ev": 4.86,
  "total_charge": 1,
  "fmax_ev_per_a": 7.77
}



(3)
{
  "formula": "C3H3NO",
  "method": "ωB97M-V/def2-TZVPD",
  "elements": ["C", "C", "C", "N", "O", "H", "H", "H"],
  "xyz": [[1.54272, -0.92456, -0.09148], [-2.07536, 0.42994, -0.45439], [0.71839, 0.14788, 0.37634], [1.54970, 0.09591, -0.83681], [-2.68429, -0.53097, -0.09080], [1.96136, -1.91766, 0.02185], [-2.35104, 1.50563, -0.86970], [0.91044, 0.81753, 1.29688]],
  "forces_ev_per_angstrom": [[-0.95, 0.44, 0.83], [0.04, -1.06, 0.69], [0.50, 0.19, 1.19], [0.38, 0.23, -0.28], [0.63, 2.54, -1.06], [0.03, 0.17, -0.31], [-0.29, -1.62, 0.58], [-0.34, -0.88, -1.63]],
  "gap_ev": [8.44, 8.48],
  "fmax_ev_per_a": 2.82,
  "de_lowest_ev": 6.0706
}